1.
Below is a cluster of 8 separate species, C65H66BBr2F5NO20 in total at a distorted geometry, with properties calculated with ωB97M-V with the def2-TZVPD basis set.

Structure (XYZ):
```
160
Properties=species:S:1:pos:R:3:lowdin_charge:R:1
C 2.39 -7.39 2.50 -0.07
C 2.64 -5.91 2.18 -0.20
C 1.31 -5.27 1.83 -0.11
N 1.42 -3.93 1.23 0.09
C 1.74 -3.76 -0.01 -0.06
C 2.00 -4.82 -1.00 -0.11
C 3.48 -5.08 -1.30 -0.20
C 3.75 -6.48 -1.82 -0.78
F 3.90 -7.36 -0.79 0.02
Br 2.32 -7.07 -3.00 1.00
C 5.06 -6.53 -2.66 -0.93
F 5.38 -7.82 -2.91 0.05
F 4.86 -5.93 -3.86 0.03
Br 6.54 -5.69 -1.75 0.89
C 1.72 -2.26 -0.29 -0.30
O 0.44 -2.10 -0.91 0.05
C 2.71 -1.90 -1.41 0.02
B 2.07 -1.89 -2.87 -0.61
O 1.34 -0.81 -3.32 0.18
O 2.30 -2.95 -3.74 0.16
C 1.92 -1.58 1.13 -0.15
C 3.44 -1.61 1.30 -0.03
C 4.08 -1.39 2.70 -0.35
C 3.40 -0.53 3.73 -0.01
F 5.33 -0.84 2.46 -0.01
C 1.29 -0.18 1.27 -0.25
F 0.13 -0.05 0.51 0.00
C 2.15 1.03 1.00 -0.15
C 2.33 1.36 -0.51 -0.04
C 1.17 -2.66 1.96 -0.33
O 1.70 -2.92 3.25 0.04
C -0.32 -2.45 2.26 -0.06
C -1.30 -3.46 1.60 -0.13
C -2.67 -2.79 1.57 -0.20
O -3.69 -3.74 1.37 -0.02
C -4.78 -3.19 0.71 -0.48
C -4.93 -3.58 -0.74 0.03
O -5.57 -2.47 1.29 0.12
H 2.01 -7.89 1.62 0.08
H 1.65 -7.46 3.29 0.09
H 3.31 -7.87 2.78 0.08
H 3.11 -5.43 3.03 0.12
H 3.35 -5.89 1.35 0.09
H 0.68 -5.91 1.22 0.14
H 0.76 -5.16 2.77 0.14
H 1.53 -5.75 -0.72 0.10
H 1.49 -4.51 -1.91 0.11
H 4.15 -4.84 -0.48 0.10
H 3.77 -4.42 -2.11 0.10
H -0.26 -1.96 -0.27 0.09
H 3.14 -0.92 -1.28 0.10
H 3.56 -2.57 -1.43 0.11
H 0.47 -1.10 -3.58 0.12
H 1.49 -3.38 -4.02 0.11
H 3.81 -2.58 0.96 0.13
H 3.93 -0.90 0.64 0.12
H 4.29 -2.37 3.13 0.12
H 3.51 0.53 3.55 0.09
H 2.35 -0.74 3.89 0.08
H 3.89 -0.71 4.69 0.10
H 0.97 -0.11 2.31 0.14
H 1.59 1.86 1.42 0.08
H 3.11 1.03 1.50 0.11
H 1.75 0.72 -1.16 0.06
H 2.12 2.41 -0.69 0.08
H 3.39 1.25 -0.75 0.08
H 2.60 -3.28 3.19 0.09
H -0.46 -2.57 3.32 0.14
H -0.68 -1.46 2.01 0.11
H -1.40 -4.32 2.25 0.12
H -1.00 -3.76 0.60 0.11
H -2.65 -2.04 0.76 0.14
H -2.82 -2.22 2.49 0.14
H -4.04 -3.36 -1.31 0.09
H -5.77 -3.01 -1.12 0.09
H -5.11 -4.64 -0.81 0.10
C 8.56 -3.30 5.77 0.02
C 9.87 -3.04 5.71 0.03
C 10.47 -2.41 4.51 -0.38
O 11.65 -2.17 4.45 0.12
C 9.56 -2.08 3.38 0.03
C 8.26 -2.34 3.44 0.02
C 7.66 -2.97 4.64 -0.38
O 6.47 -3.21 4.70 0.08
H 8.11 -3.77 6.64 0.12
H 10.55 -3.28 6.52 0.13
H 10.02 -1.62 2.51 0.12
H 7.57 -2.11 2.64 0.11
C -1.37 2.94 2.19 0.03
C -2.56 3.54 2.09 0.04
C -2.82 4.84 2.76 -0.37
O -3.89 5.39 2.68 0.11
C -1.71 5.44 3.55 0.03
C -0.53 4.84 3.65 0.03
C -0.27 3.54 2.97 -0.37
O 0.81 2.99 3.06 0.08
H -1.16 2.00 1.71 0.11
H -3.38 3.12 1.52 0.11
H -1.92 6.38 4.03 0.13
H 0.29 5.26 4.22 0.12
C -5.86 4.45 -1.94 0.02
C -7.04 5.05 -2.04 0.02
C -7.31 6.35 -1.36 -0.38
O -8.38 6.89 -1.45 0.12
C -6.20 6.94 -0.58 0.03
C -5.02 6.34 -0.48 0.01
C -4.75 5.05 -1.16 -0.38
O -3.67 4.50 -1.08 0.08
H -5.65 3.50 -2.43 0.12
H -7.87 4.63 -2.60 0.12
H -6.40 7.89 -0.09 0.11
H -4.20 6.76 0.09 0.10
C -3.09 11.19 0.98 0.02
C -1.86 11.70 0.90 0.02
C -0.79 11.00 0.15 -0.38
O 0.33 11.46 0.08 0.11
C -1.13 9.71 -0.50 0.02
C -2.36 9.21 -0.42 0.02
C -3.43 9.90 0.32 -0.37
O -4.55 9.44 0.40 0.09
H -3.89 11.68 1.52 0.12
H -1.59 12.64 1.37 0.12
H -0.34 9.19 -1.05 0.09
H -2.63 8.27 -0.89 0.11
C 0.02 5.96 -3.83 0.02
C 0.38 5.55 -5.04 0.02
C 1.14 6.43 -5.96 -0.38
O 1.47 6.06 -7.06 0.12
C 1.48 7.79 -5.47 0.03
C 1.12 8.20 -4.26 0.03
C 0.36 7.32 -3.35 -0.36
O 0.03 7.68 -2.24 0.08
H -0.54 5.33 -3.14 0.12
H 0.15 4.56 -5.41 0.12
H 2.04 8.42 -6.15 0.13
H 1.35 9.19 -3.88 0.13
C -2.12 -7.89 -6.67 0.02
C -1.71 -8.80 -7.55 0.03
C -0.30 -9.26 -7.59 -0.38
O 0.08 -10.08 -8.39 0.13
C 0.64 -8.66 -6.60 0.04
C 0.23 -7.75 -5.73 -0.01
C -1.18 -7.30 -5.69 -0.39
O -1.55 -6.47 -4.88 0.09
H -3.14 -7.54 -6.63 0.12
H -2.38 -9.25 -8.28 0.13
H 1.67 -9.01 -6.65 0.13
H 0.88 -7.30 -5.00 0.00
C -7.43 4.04 2.17 0.02
C -8.68 4.36 2.53 0.03
C -9.79 3.38 2.41 -0.38
O -10.92 3.66 2.73 0.12
C -9.45 2.03 1.87 0.03
C -8.21 1.72 1.51 0.02
C -7.11 2.70 1.64 -0.38
O -5.97 2.42 1.31 0.09
H -6.61 4.74 2.25 0.11
H -8.94 5.33 2.92 0.13
H -10.28 1.33 1.79 0.12
H -7.95 0.74 1.12 0.12
```

* E_HOMO: -0.414 hartree
* total charge: +1
* gap between HOMO and LUMO: 7.82 eV
* lowest unoccupied orbital energy: -3.4284 eV

=====

2.
Below is a cluster of 9 separate species, C65H70Cl2N3O5S3 in total at a distorted geometry, with properties calculated with ωB97M-V with the def2-TZVPD basis set.

Structure (XYZ):
```
148
Properties=species:S:1:pos:R:3:lowdin_charge:R:1
C 2.80 0.85 -0.15 -0.11
C 1.90 1.00 1.10 -0.27
C 1.98 -0.19 2.09 -0.58
Cl 3.71 -0.51 2.48 0.76
C 1.28 -1.45 1.56 -0.22
C 2.03 -2.51 1.11 0.03
C 1.41 -3.68 0.65 -0.02
C 2.16 -4.91 0.16 -0.43
O 2.42 -5.78 0.95 0.19
O 2.52 -4.98 -1.15 0.02
C 3.57 -4.04 -1.45 -0.20
C 4.90 -4.30 -0.68 -0.40
S 5.64 -2.73 -0.09 1.00
C 5.56 -1.66 -1.49 -0.66
N 5.12 -1.84 -2.68 0.05
N 5.28 -0.67 -3.37 0.06
C 5.79 0.19 -2.55 -0.16
O 6.01 -0.39 -1.34 0.02
C 0.01 -3.76 0.66 0.08
C -0.71 -2.68 1.12 -0.23
C -2.22 -2.77 1.10 -0.13
C -2.86 -2.54 -0.32 -0.15
C -1.83 -2.13 -1.41 -0.24
C -2.61 -1.42 -2.58 -0.23
S -1.33 -0.55 -3.54 0.38
O -1.84 0.02 -4.74 -0.30
O -0.26 -1.49 -3.72 -0.33
Cl -0.56 0.94 -2.30 0.45
N -0.08 -1.55 1.55 -0.25
S -1.00 -0.18 2.13 0.98
H 3.86 1.03 0.08 0.06
H 2.63 -0.09 -0.69 0.08
H 2.52 1.66 -0.85 0.08
H 2.27 1.89 1.64 0.12
H 0.88 1.23 0.77 0.07
H 1.52 0.07 3.06 0.09
H 3.12 -2.48 1.08 0.06
H 3.75 -4.08 -2.53 0.13
H 3.23 -3.01 -1.23 0.09
H 5.61 -4.77 -1.38 0.09
H 4.80 -5.00 0.17 0.08
H 6.02 1.21 -2.82 0.14
H -0.52 -4.65 0.34 0.16
H -2.73 -2.11 1.81 0.08
H -2.47 -3.80 1.43 0.13
H -3.30 -3.50 -0.64 0.13
H -3.71 -1.85 -0.24 0.12
H -1.08 -1.40 -1.08 0.06
H -1.41 -3.04 -1.85 0.12
H -3.25 -0.64 -2.13 0.11
H -3.18 -2.12 -3.20 0.12
H -1.02 -0.34 3.48 -0.05
C 6.49 -7.62 -0.47 -0.10
C 5.30 -7.94 -1.11 -0.10
C 5.22 -9.08 -1.89 -0.09
C 6.32 -9.91 -2.02 -0.09
C 7.51 -9.59 -1.38 -0.09
C 7.59 -8.44 -0.60 -0.09
H 6.55 -6.72 0.14 0.09
H 4.43 -7.29 -1.00 0.08
H 4.29 -9.33 -2.40 0.10
H 6.26 -10.80 -2.63 0.10
H 8.37 -10.24 -1.48 0.10
H 8.52 -8.19 -0.10 0.10
C -1.47 4.13 -2.81 -0.12
C -2.48 4.69 -2.04 -0.10
C -2.77 6.04 -2.15 -0.10
C -2.05 6.83 -3.03 -0.10
C -1.04 6.27 -3.80 -0.09
C -0.75 4.92 -3.69 -0.09
H -1.24 3.07 -2.72 -0.02
H -3.05 4.07 -1.36 0.10
H -3.56 6.48 -1.55 0.10
H -2.27 7.89 -3.12 0.11
H -0.48 6.89 -4.49 0.11
H 0.05 4.49 -4.28 0.10
C -7.71 -3.85 -3.93 -0.09
C -8.37 -2.89 -3.16 -0.09
C -7.87 -1.60 -3.09 -0.09
C -6.72 -1.26 -3.79 -0.10
C -6.07 -2.22 -4.56 -0.11
C -6.56 -3.51 -4.62 -0.09
H -8.10 -4.86 -3.98 0.10
H -9.27 -3.16 -2.62 0.10
H -8.37 -0.86 -2.48 0.08
H -6.33 -0.25 -3.74 0.10
H -5.17 -1.95 -5.11 0.10
H -6.05 -4.26 -5.22 0.10
C -10.29 2.29 1.65 -0.09
C -10.04 0.96 1.35 -0.10
C -9.23 0.63 0.27 -0.10
C -8.67 1.63 -0.50 -0.10
C -8.92 2.97 -0.21 -0.10
C -9.73 3.30 0.87 -0.09
H -10.93 2.55 2.49 0.10
H -10.48 0.18 1.96 0.10
H -9.04 -0.41 0.04 0.09
H -8.03 1.38 -1.34 0.09
H -8.47 3.75 -0.81 0.10
H -9.93 4.34 1.10 0.10
C 0.99 7.41 -0.85 -0.11
C 0.30 8.33 -0.06 -0.10
C 0.77 9.63 0.07 -0.09
C 1.93 10.02 -0.60 -0.09
C 2.61 9.11 -1.39 -0.10
C 2.15 7.80 -1.51 -0.10
H 0.63 6.40 -0.95 0.09
H -0.60 8.02 0.45 0.10
H 0.24 10.34 0.69 0.10
H 2.29 11.03 -0.50 0.10
H 3.51 9.41 -1.91 0.10
H 2.69 7.09 -2.12 0.10
C 2.99 -2.13 8.22 -0.08
C 4.21 -1.70 7.72 -0.10
C 4.34 -1.40 6.37 -0.08
C 3.24 -1.52 5.52 -0.12
C 2.02 -1.95 6.03 -0.11
C 1.90 -2.25 7.38 -0.09
H 2.90 -2.36 9.28 0.11
H 5.07 -1.59 8.37 0.09
H 5.29 -1.07 5.97 0.11
H 3.34 -1.29 4.47 -0.02
H 1.16 -2.05 5.38 0.08
H 0.95 -2.59 7.78 0.10
C -5.60 9.88 -5.25 -0.09
C -6.81 10.19 -4.65 -0.09
C -7.42 9.27 -3.80 -0.10
C -6.81 8.05 -3.55 -0.10
C -5.59 7.74 -4.15 -0.10
C -4.99 8.66 -5.01 -0.10
H -5.13 10.60 -5.92 0.10
H -7.28 11.15 -4.84 0.10
H -8.36 9.51 -3.33 0.10
H -7.27 7.34 -2.88 0.10
H -5.12 6.79 -3.96 0.09
H -4.05 8.42 -5.48 0.10
C 6.79 -4.10 7.51 -0.10
C 7.30 -5.13 6.73 -0.10
C 8.67 -5.38 6.73 -0.10
C 9.52 -4.62 7.51 -0.09
C 9.00 -3.59 8.29 -0.09
C 7.64 -3.33 8.29 -0.10
H 5.72 -3.90 7.50 0.08
H 6.64 -5.73 6.12 0.10
H 9.07 -6.18 6.12 0.10
H 10.58 -4.82 7.52 0.10
H 9.67 -2.99 8.91 0.10
H 7.24 -2.52 8.89 0.09
```

* E_HOMO: -0.384 hartree
* total charge: +1
* gap between HOMO and LUMO: 5.97 eV
* lowest unoccupied orbital energy: -4.4892 eV

=====

3.
Below is a structure of composition C65H77FeGe2N2S4Si2 at a distorted geometry, with properties calculated with ωB97M-V with the def2-TZVPD basis set.

Structure (XYZ):
```
153
Properties=species:S:1:pos:R:3:lowdin_spin:R:1
Fe 0.92 1.41 1.63 4.09
C 0.78 0.59 6.10 0.00
C 2.07 0.83 6.54 0.00
C 3.06 1.12 5.60 0.00
C 2.72 1.16 4.26 0.01
N 1.48 0.97 3.85 0.06
C 0.52 0.68 4.75 0.00
C 3.71 1.38 3.16 0.01
C 5.07 1.34 3.39 0.00
C 5.94 1.55 2.33 0.00
C 5.41 1.77 1.07 0.00
C 4.04 1.77 0.92 0.01
N 3.20 1.58 1.95 0.05
H -0.01 0.34 6.80 0.00
H 2.32 0.79 7.59 0.00
H 4.07 1.34 5.92 0.00
H -0.47 0.51 4.35 0.00
H 5.46 1.13 4.37 0.00
H 7.01 1.52 2.48 0.00
H 6.05 1.94 0.22 0.00
H 3.58 1.91 -0.05 0.00
C 6.95 -0.79 -1.49 0.00
C 5.67 -0.50 -2.24 0.00
C 5.21 0.80 -2.41 0.00
C 4.02 1.08 -3.07 0.00
C 3.57 2.52 -3.24 0.00
C 3.25 0.02 -3.58 0.00
C 3.72 -1.30 -3.46 0.00
C 3.00 -2.47 -4.10 0.00
C 4.92 -1.53 -2.78 0.00
C 1.99 0.31 -4.35 0.00
C 2.12 0.58 -5.71 0.00
C 1.01 0.87 -6.49 0.00
C -0.25 0.93 -5.90 0.00
C -0.42 0.68 -4.54 0.00
C 0.71 0.35 -3.75 0.01
Ge 0.51 -0.04 -1.85 0.03
S 1.26 1.65 -0.66 0.17
S -1.63 -0.47 -1.39 0.01
Ge -0.68 -1.71 0.19 0.03
S -0.20 -0.58 2.01 0.17
S 1.26 -1.94 -0.94 0.01
C -1.78 -3.26 0.66 0.01
C -1.40 -4.60 0.42 0.00
C -2.23 -5.63 0.88 0.00
C -3.42 -5.35 1.55 0.00
C -3.81 -4.04 1.74 0.00
C -3.00 -2.98 1.30 0.00
C -3.55 -1.58 1.47 0.00
C -4.29 -0.99 0.44 0.00
C -4.51 -1.64 -0.91 0.00
C -4.90 0.26 0.67 0.00
C -4.82 0.90 1.89 0.00
C -5.52 2.22 2.13 0.00
C -4.11 0.27 2.92 0.00
C -3.48 -0.95 2.73 0.00
C -2.76 -1.60 3.89 0.00
C -0.17 -5.06 -0.31 0.00
C -0.19 -5.22 -1.70 0.00
C -1.38 -4.81 -2.55 0.00
C 0.93 -5.75 -2.34 0.00
C 2.07 -6.10 -1.63 0.00
C 3.28 -6.69 -2.34 0.00
C 2.08 -5.91 -0.25 0.00
C 0.98 -5.40 0.42 0.00
C 1.04 -5.20 1.92 0.00
C -1.81 0.83 -3.97 0.00
C -2.75 -0.18 -4.16 0.00
C -2.41 -1.46 -4.90 0.00
C -4.04 -0.01 -3.65 0.00
C -4.40 1.13 -2.95 0.00
C -5.79 1.29 -2.37 0.00
C -3.45 2.14 -2.80 0.00
C -2.16 2.01 -3.29 0.00
C -1.17 3.14 -3.10 0.00
H 7.63 0.06 -1.52 0.00
H 7.47 -1.66 -1.90 0.00
H 6.74 -1.01 -0.44 0.00
H 5.81 1.63 -2.04 0.00
H 4.28 3.20 -2.78 0.00
H 2.59 2.68 -2.77 0.00
H 3.47 2.78 -4.30 0.00
H 2.11 -2.16 -4.65 0.00
H 2.69 -3.18 -3.34 0.00
H 3.67 -2.99 -4.79 0.00
H 5.27 -2.56 -2.68 0.00
H 3.11 0.54 -6.16 0.00
H 1.12 1.07 -7.55 0.00
H -1.12 1.18 -6.49 0.00
H -1.93 -6.66 0.70 0.00
H -4.05 -6.16 1.90 0.00
H -4.75 -3.80 2.22 0.00
H -4.15 -2.67 -0.94 0.00
H -3.98 -1.09 -1.70 0.00
H -5.57 -1.64 -1.16 0.00
H -5.46 0.72 -0.14 0.00
H -5.96 2.61 1.21 0.00
H -4.83 2.97 2.53 0.00
H -6.33 2.10 2.86 0.00
H -4.06 0.75 3.90 0.00
H -2.74 -0.93 4.76 0.00
H -1.73 -1.84 3.63 0.00
H -3.25 -2.53 4.19 0.00
H -2.28 -4.63 -1.96 0.00
H -1.61 -5.59 -3.29 0.00
H -1.15 -3.89 -3.09 0.00
H 0.92 -5.87 -3.42 0.00
H 3.15 -6.67 -3.42 0.00
H 3.44 -7.73 -2.03 0.00
H 4.19 -6.13 -2.09 0.00
H 2.97 -6.17 0.32 0.00
H 2.02 -5.46 2.31 0.00
H 0.29 -5.82 2.43 0.00
H 0.83 -4.16 2.19 0.00
H -1.35 -1.69 -4.85 0.00
H -2.68 -1.39 -5.96 0.00
H -2.97 -2.30 -4.48 0.00
H -4.77 -0.81 -3.78 0.00
H -6.41 0.41 -2.57 0.00
H -6.30 2.16 -2.80 0.00
H -5.74 1.44 -1.29 0.00
H -3.72 3.05 -2.26 0.00
H -1.69 4.05 -2.77 0.00
H -0.63 3.36 -4.02 0.00
H -0.43 2.90 -2.33 0.00
C 0.29 6.25 3.03 0.01
Si 1.07 4.57 3.16 0.03
C 2.85 4.82 2.66 0.00
C 1.03 4.12 4.97 0.00
C 0.19 3.38 2.05 0.20
Si -1.67 3.28 2.12 0.03
C -2.22 2.43 3.69 0.00
C -2.32 2.39 0.63 0.00
C -2.49 4.96 2.09 0.01
H 0.92 7.00 3.54 0.00
H -0.71 6.28 3.49 0.00
H 0.17 6.55 1.97 0.00
H 3.35 5.49 3.37 0.00
H 2.91 5.27 1.66 0.00
H 3.42 3.88 2.63 0.00
H 1.25 5.01 5.58 0.00
H 1.78 3.36 5.22 0.00
H 0.05 3.74 5.28 0.00
H 0.49 3.61 1.01 0.02
H -2.30 1.34 3.52 0.00
H -3.21 2.80 3.99 0.00
H -1.52 2.61 4.52 0.00
H -1.90 1.38 0.53 0.00
H -2.07 2.94 -0.29 0.00
H -3.41 2.26 0.69 0.00
H -2.48 5.45 3.08 0.00
H -3.54 4.83 1.78 0.00
H -2.00 5.64 1.38 0.00
```

* E_HOMO (alpha / beta): -0.279 / -0.285 hartree
* total charge: 0
* 2S+1: 6
* gap between HOMO and LUMO (alpha / beta): 7.06 / 6.86 eV
* lowest unoccupied orbital energy (alpha / beta): -0.5233 / -0.9032 eV
* relative energy (zero: lowest compared OMol25 entry of this formula, charge and spin): 0.080 eV